(1)
# C2H6S

2 unconnected molecules or ions with the total composition C2H6S in a non-equilibrium geometry (ωB97M-V/def2-TZVPD, the Open Molecules 2025 dataset).

As for the calculated total energy: -477.90433 hartree. As for the net charge: 0. The calculation puts the largest force on an atom at 0.09303 Eh/bohr. The HOMO energy is -0.3362 hartree. The calculation puts the energy above the lowest of the compared OMol25 structures with the same formula, charge and spin at 45.1 kcal/mol. The value obtained for the orbital gap is 8.79 eV.

```
9
Properties=species:S:1:pos:R:3:forces:R:3
C 0.191576 0.897806 -0.103422 -1.8 0.1 -0.5
C -0.259980 -0.422744 0.567163 -0.5 1.5 0.9
S -0.898657 -1.625245 -0.606746 4.6 0.1 -1.4
H 0.904157 1.491041 0.460409 0.3 -0.2 0.0
H 0.483416 0.658694 -1.115886 0.9 0.0 -0.1
H -0.679830 1.551611 -0.313229 0.3 -0.3 0.4
H -1.131899 -0.219932 1.225172 0.5 -0.1 -0.2
H 0.561719 -0.742413 1.216229 -0.3 -0.6 -0.3
H 0.829498 -1.588818 -1.329689 -3.9 -0.4 1.2
```
Forces are in eV/Å.

***

(2)
# C2H2N4

C2H2N4 in the gas phase in a non-equilibrium geometry (ωB97M-V/def2-TZVPD, the Open Molecules 2025 dataset).

As for the calculated total energy: -296.25826 hartree. As for the net charge: 0. The calculation puts the largest force on an atom at 0.02576 Eh/bohr. The HOMO energy is -0.2877 hartree. The calculation puts the energy above the lowest of the compared OMol25 structures with the same formula, charge and spin at 104.6 kcal/mol. The value obtained for the orbital gap is 8.28 eV.

```
8
Properties=species:S:1:pos:R:3:forces:R:3
C 1.879305 0.654582 -0.305012 -0.4 0.1 0.2
N 0.783327 0.838203 0.157483 0.1 0.0 -0.1
N -0.390196 1.090465 0.448156 0.5 -0.1 -0.1
C -1.294382 0.033270 0.220712 -0.2 -0.1 0.0
N -0.915896 -1.037076 -0.403259 0.5 -0.9 -0.6
N -0.459109 -1.928405 -0.959270 -0.6 1.0 0.6
H 2.704285 0.233320 0.261847 0.0 0.1 0.0
H -2.307337 0.115643 0.579344 0.2 0.0 -0.1
```
Forces are in eV/Å.

***

(3)
# C6H10N2O

C6H10N2O in the gas phase in a non-equilibrium geometry (ωB97M-V/def2-TZVPD, the Open Molecules 2025 dataset).

As for the calculated total energy: -419.25823 hartree. As for the net charge: 0. The SMILES is [H]/N=C1/CN1[C@@](C)(O)C=C. The calculation puts the largest force on an atom at 0.05566 Eh/bohr. The HOMO energy is -0.3387 hartree. The calculation puts the energy above the lowest of the compared OMol25 structures with the same formula, charge and spin at 80.5 kcal/mol. The value obtained for the orbital gap is 9.99 eV.

```
19
Properties=species:S:1:pos:R:3:forces:R:3
C -1.413808 1.043156 1.375588 0.0 0.8 0.6
C -0.514561 0.029193 -1.958007 0.3 -0.1 0.1
C 0.090667 0.437452 -0.616055 1.2 -1.4 -0.4
C -0.412692 0.035912 1.734257 -2.8 0.1 0.3
C 1.371922 -0.391655 -0.248304 -0.3 0.6 -2.0
C 1.441477 -1.710720 -0.148789 -0.3 0.3 0.3
O 0.516610 1.773210 -0.688279 0.1 0.4 0.7
N -0.862564 0.097598 0.402332 0.8 -0.7 1.0
N -0.050305 -0.619117 2.735572 0.6 -0.1 0.0
H -0.231262 2.380839 -0.690773 -0.1 -0.2 -0.1
H 0.430242 -1.488545 2.511565 0.3 0.1 -0.2
H -2.461188 0.866693 1.588630 0.0 0.1 0.1
H -1.120147 2.089599 1.377412 0.1 0.0 -0.2
H 2.277317 0.188391 -0.365261 0.1 0.1 0.0
H 0.202455 0.211552 -2.754666 0.0 0.0 -0.1
H -1.422627 0.606538 -2.132247 0.0 0.1 0.0
H -0.781216 -1.023707 -1.947454 0.0 -0.1 0.0
H 0.554838 -2.296934 0.036671 -0.2 -0.2 -0.4
H 2.384841 -2.229453 -0.212193 0.1 0.0 0.4
```
Forces are in eV/Å.

***

(4)
# C3H10P2

2 unconnected molecules or ions with the total composition C3H10P2 in a non-equilibrium geometry (ωB97M-V/def2-TZVPD, the Open Molecules 2025 dataset).

As for the calculated total energy: -802.78249 hartree. As for the net charge: 0. The calculation puts the largest force on an atom at 0.06789 Eh/bohr. The HOMO energy (alpha / beta) is -0.2988 / -0.2941 hartree. The calculation puts the energy above the lowest of the compared OMol25 structures with the same formula, charge and spin at 101.9 kcal/mol. The value obtained for the orbital gap (alpha / beta) is 7.63 / 7.56 eV.

```
15
Properties=species:S:1:pos:R:3:forces:R:3
C 1.668638 -2.082046 -0.773541 0.5 2.2 1.6
C -0.895624 0.546752 -1.234973 -1.4 -1.0 0.7
C 1.275673 1.127373 0.680717 1.0 0.1 0.8
P -1.885129 0.452528 1.428637 0.1 0.9 -1.6
P -0.067199 -0.143710 0.292022 0.5 -0.1 -0.4
H 1.594786 -2.286633 0.323500 0.3 -0.4 -0.7
H 1.421050 -2.959904 -1.313228 -1.0 -1.3 -0.5
H -1.536693 1.448051 -1.095022 1.0 -0.2 -0.1
H -0.112214 0.608119 -1.960504 0.1 0.4 -0.8
H -1.659387 -0.242342 -1.519644 1.2 0.7 0.0
H 1.869288 0.889294 1.742144 -1.7 0.7 -3.0
H 2.027283 1.214119 -0.202296 -1.2 -0.5 1.6
H 0.718520 2.096543 0.718612 0.7 -0.5 0.4
H -1.896979 -0.335106 2.553624 -0.1 -1.1 0.4
H -2.522012 -0.333037 0.359950 0.0 0.2 1.5
```
Forces are in eV/Å.

***

(5)
# C11H16N2Si

C11H16N2Si in the gas phase in a non-equilibrium geometry (ωB97M-V/def2-TZVPD, the Open Molecules 2025 dataset).

As for the calculated total energy: -827.69604 hartree. As for the net charge: 0. The SMILES is CCc1c2ccccc2c(N)n1[SiH2]C. The calculation puts the largest force on an atom at 0.09260 Eh/bohr. The HOMO energy is -0.2369 hartree. The calculation puts the energy above the lowest of the compared OMol25 structures with the same formula, charge and spin at 52.0 kcal/mol. The value obtained for the orbital gap is 7.24 eV.

```
30
Properties=species:S:1:pos:R:3:forces:R:3
C -1.336850 -3.442898 0.294198 -1.3 -2.6 1.0
C -1.475162 -3.164221 1.728349 1.6 3.1 -3.2
C -0.805119 -2.558813 -0.535203 -0.1 0.1 1.0
C -1.099648 -1.945711 2.252974 0.2 -1.7 -4.2
C -0.391425 -1.299851 -0.063200 -0.9 0.1 1.5
C -0.527273 -0.976892 1.343541 -0.8 -0.7 1.1
C -0.005048 -0.213819 -0.728828 2.1 1.7 1.7
C -0.130869 0.340235 1.529508 0.6 -1.4 0.5
C 1.915880 -0.269360 -2.385693 1.8 -1.6 0.1
C -0.452516 3.609920 -0.608437 -1.5 -2.6 0.9
C 0.407459 -0.076176 -2.155640 0.5 0.7 2.1
N 0.341417 0.796691 0.369856 -0.1 0.2 -4.6
N -0.115219 1.099433 2.666624 -0.6 -1.2 2.8
Si 0.932336 2.422354 -0.042625 -1.9 1.1 1.8
H -1.720062 -4.479107 -0.134703 0.9 2.3 1.1
H -1.825687 -3.944321 2.237930 -1.5 -2.6 2.6
H -0.703113 -2.848319 -1.508372 0.3 -0.3 -2.7
H -1.244311 -1.887560 3.245988 -0.2 1.0 3.4
H 2.555257 -0.274411 -1.442721 -1.3 0.2 -0.7
H 2.460702 0.438327 -3.014860 -0.6 0.2 -0.3
H 2.175592 -1.303204 -2.817997 -0.7 1.4 0.5
H -0.275014 4.544731 -0.209204 0.7 2.1 1.1
H -0.594437 3.781687 -1.628637 0.1 -0.1 -1.9
H -1.502211 3.355361 -0.237092 1.5 -0.1 -0.2
H -0.270462 -0.697720 -2.665318 -0.2 -1.5 -1.0
H -0.073776 0.842656 -2.367616 0.5 1.8 -1.1
H -0.060779 0.583584 3.587066 -0.3 0.6 -1.8
H 0.444617 1.915268 2.724613 0.5 0.5 -0.4
H 2.157786 2.659802 -0.758160 0.5 -0.6 -0.7
H 1.217938 2.992337 1.323662 0.2 -0.2 -0.4
```
Forces are in eV/Å.

***

(6)
# C42H38N2OP2S5SbTl

A molecular structure, C42H38N2OP2S5SbTl in a non-equilibrium geometry (ωB97M-V/def2-TZVPD, the Open Molecules 2025 dataset).

As for the calculated total energy: -4894.58152 hartree. As for the net charge: -2. The calculation puts the largest force on an atom at 0.02421 Eh/bohr. The HOMO energy is -0.0557 hartree. The calculation puts the energy above the lowest of the compared OMol25 structures with the same formula, charge and spin at 20.1 kcal/mol. The value obtained for the orbital gap is 5.11 eV.

```
92
Properties=species:S:1:pos:R:3:forces:R:3
Tl -1.421792 1.088225 -1.249443 -0.3 0.6 -0.3
C 3.538127 1.497793 4.292896 0.0 -0.1 0.0
C 3.028664 0.180907 3.679181 0.0 0.0 0.1
C 3.663897 -1.027246 4.392472 0.0 0.1 0.0
C 1.518201 0.109307 3.847508 0.1 0.0 -0.2
C 0.949710 0.180642 5.115162 0.0 0.0 0.0
C -0.421776 0.126336 5.288521 -0.1 0.0 0.1
C -1.249728 -0.020638 4.187514 0.1 0.0 0.0
C -0.727461 -0.111668 2.906181 0.3 -0.2 -0.4
P -1.851536 -0.355907 1.354685 0.4 0.0 1.2
C -2.795073 1.153843 1.843615 0.0 0.1 -0.1
C -4.174505 1.295877 1.889272 0.0 0.0 0.0
C -4.750333 2.525616 2.187741 0.0 0.0 0.0
C -3.956217 3.633955 2.420453 -0.1 0.0 0.1
C -2.576023 3.515458 2.346916 0.1 0.1 0.0
C -2.002499 2.290630 2.059179 -0.1 0.0 0.0
C -2.589617 -1.875174 2.111782 0.0 -0.1 -0.1
C -1.666776 -2.829740 2.557239 -0.1 0.1 0.0
C -2.077636 -4.025040 3.120385 0.0 -0.1 0.0
C -3.431863 -4.314614 3.225149 0.0 0.0 0.0
C -4.354598 -3.407559 2.731205 0.0 0.0 0.1
C -3.940450 -2.204049 2.172897 0.0 0.1 0.1
C 0.660802 -0.032370 2.757491 -0.3 0.0 0.4
O 1.124652 -0.104623 1.463662 0.1 0.0 0.1
C 2.452811 0.006030 1.206844 0.4 0.0 -0.2
C 2.817325 -0.031606 -0.145646 -0.2 0.0 0.1
C 4.159460 0.054215 -0.481744 0.0 0.0 0.1
C 5.128390 0.184821 0.499307 0.1 0.0 0.0
C 4.748959 0.224928 1.829803 0.0 0.0 -0.1
C 3.414581 0.139857 2.209602 -0.2 0.0 0.1
P 1.497928 -0.243044 -1.444182 0.6 -0.1 0.1
C 2.008045 1.202684 -2.455366 -0.1 0.0 0.0
C 2.167353 1.244033 -3.836520 0.0 -0.1 -0.1
C 2.403295 2.449202 -4.488690 0.0 0.0 0.0
C 2.445370 3.636560 -3.775844 0.0 0.0 0.0
C 2.247246 3.614641 -2.401787 0.0 0.0 0.0
C 2.028725 2.412668 -1.751173 0.1 -0.1 -0.1
C 2.213120 -1.812745 -2.089167 -0.2 -0.1 -0.1
C 2.684846 -2.127939 -3.357992 0.0 0.1 0.1
C 3.000655 -3.439546 -3.689920 0.1 0.0 -0.1
C 2.852697 -4.459234 -2.765058 0.0 0.0 0.0
C 2.386448 -4.157984 -1.490997 0.0 0.0 0.0
C 2.067887 -2.853668 -1.163458 0.0 0.0 -0.1
H 3.276703 1.564237 5.349489 0.0 0.0 0.0
H 3.084718 2.341703 3.772049 0.0 0.0 0.0
H 4.623269 1.576369 4.205216 0.0 0.0 0.0
H 3.417465 -1.024759 5.455358 0.0 0.0 0.0
H 4.750662 -1.012101 4.288864 0.0 0.0 0.0
H 3.287133 -1.950552 3.950983 0.0 0.0 0.0
H 1.585408 0.288048 5.986703 0.0 0.0 0.0
H -0.844020 0.202780 6.283970 0.0 0.0 0.0
H -2.325491 -0.069985 4.313505 0.0 0.0 0.0
H -4.820036 0.465936 1.652888 -0.1 0.0 -0.1
H -5.825560 2.613378 2.176158 -0.1 0.0 0.0
H -4.412794 4.591397 2.642638 0.0 0.0 0.0
H -1.948746 4.386553 2.500965 0.0 0.0 0.0
H -0.923412 2.202911 2.000422 0.0 0.1 0.0
H -0.607117 -2.624023 2.462970 0.0 0.0 0.1
H -1.340652 -4.734252 3.480471 0.0 0.0 0.0
H -3.758451 -5.243810 3.677760 0.0 0.0 0.0
H -5.413666 -3.633426 2.771980 0.0 0.0 0.0
H -4.684496 -1.537868 1.764708 0.0 0.0 -0.1
H 4.437942 0.006284 -1.527997 0.0 0.0 0.0
H 6.175881 0.252597 0.231255 0.0 0.0 0.0
H 5.515038 0.318661 2.590691 0.0 0.0 0.0
H 2.079780 0.338647 -4.419444 -0.1 0.1 0.0
H 2.544521 2.459468 -5.563685 0.0 0.0 0.0
H 2.617592 4.574285 -4.289962 0.0 0.0 0.0
H 2.245571 4.537571 -1.835352 0.0 0.0 0.0
H 1.858328 2.404490 -0.681200 0.0 0.0 0.0
H 2.811125 -1.358639 -4.104837 0.0 -0.1 0.0
H 3.345537 -3.662575 -4.692960 0.0 0.0 0.0
H 3.080780 -5.482397 -3.037618 0.0 0.0 0.0
H 2.242871 -4.944063 -0.759678 0.0 0.0 0.0
H 1.672555 -2.623254 -0.178878 0.0 -0.1 0.0
S -5.740078 -0.400222 -3.771682 0.1 -0.1 -0.1
Sb -4.972070 0.808354 -1.948270 0.1 -0.2 -0.2
S -3.461547 -0.727387 -0.769242 -0.7 0.5 -0.5
S -3.493831 2.480661 -2.761569 -0.1 -0.3 0.2
S -6.732638 1.569572 -0.684425 0.2 0.0 0.1
S -0.738612 -0.816707 -3.470502 0.0 -0.2 0.0
C -1.595516 -0.037341 -4.693427 0.5 -0.3 -0.2
N -2.832682 -0.271882 -5.086092 -0.5 0.2 0.0
C -3.229662 0.610250 -6.175355 -0.1 0.0 -0.1
C -1.976554 1.467276 -6.426782 0.0 0.1 0.0
N -0.996170 0.847110 -5.544246 -0.2 0.1 -0.2
H -3.613948 -0.594809 -4.475947 0.3 -0.1 0.1
H -4.098591 1.193719 -5.871529 0.0 0.0 0.1
H -3.497704 0.018785 -7.055272 0.0 0.0 0.0
H -2.147921 2.515154 -6.167766 0.0 0.0 0.1
H -1.638869 1.413135 -7.465506 -0.1 0.0 0.0
H -0.203312 1.366898 -5.209457 0.0 -0.1 0.2
```
Forces are in eV/Å.